Computed, not measured: a molecular structure, C46H53F3FeN3 in a non-equilibrium geometry, with ωB97M-V/def2-TZVPD.

Calculated values
HOMO level (spin up / spin down) (eV): -0.245 / -2.756
Frontier orbital gap (spin up / spin down) (Ha): 0.085 / 0.134
2S+1: 5
Charge: -1

Structure (XYZ):
```
106
Properties=species:S:1:pos:R:3:lowdin_charge:R:1
C 1.89 -1.98 -3.53 -0.054
C 2.60 -0.72 -3.06 -0.377
C 3.18 0.08 -4.23 -0.063
C 3.67 -1.05 -2.02 -0.125
C 4.76 -1.85 -2.37 -0.034
C 5.74 -2.17 -1.44 -0.062
C 5.66 -1.66 -0.14 -0.034
C 4.60 -0.84 0.23 -0.123
C 4.49 -0.29 1.66 -0.374
C 5.86 0.08 2.25 -0.077
C 3.74 -1.27 2.55 -0.051
C 3.60 -0.55 -0.71 -0.100
N 2.48 0.29 -0.33 -0.066
N 2.54 1.63 -0.47 0.140
N 1.30 2.07 -0.12 -0.053
C 1.03 3.49 -0.14 -0.115
C 0.45 4.05 -1.30 -0.149
C 0.16 3.20 -2.54 -0.369
C 0.96 3.70 -3.74 -0.064
C -1.34 3.13 -2.84 -0.052
C 0.08 5.40 -1.26 -0.037
C 0.27 6.16 -0.11 -0.062
C 0.88 5.60 1.01 -0.030
C 1.29 4.26 1.01 -0.118
C 1.94 3.64 2.24 -0.366
C 0.89 3.12 3.22 -0.042
C 2.90 4.59 2.94 -0.076
C 0.49 1.02 0.29 -0.103
C -0.84 1.21 0.84 -0.138
C -1.41 0.26 1.74 -0.006
C -2.68 0.43 2.26 0.001
C -3.42 1.55 1.91 -0.131
C -4.81 1.73 2.45 -0.516
F -5.45 2.80 1.91 0.104
F -5.59 0.63 2.19 0.118
F -4.81 1.91 3.81 0.110
C -2.89 2.53 1.08 0.001
C -1.62 2.36 0.56 -0.018
C 1.22 -0.15 0.13 -0.212
C 0.94 -1.49 0.30 0.134
H 1.45 -2.50 -2.66 0.081
H 1.08 -1.73 -4.22 0.083
H 2.58 -2.67 -4.03 0.077
H 1.86 -0.08 -2.56 0.116
H 3.65 1.00 -3.86 0.082
H 3.94 -0.50 -4.77 0.074
H 2.39 0.36 -4.93 0.076
H 4.82 -2.23 -3.39 0.113
H 6.58 -2.80 -1.72 0.104
H 6.42 -1.92 0.59 0.108
H 3.90 0.64 1.58 0.117
H 6.41 0.73 1.57 0.086
H 5.72 0.60 3.20 0.077
H 6.46 -0.82 2.44 0.071
H 2.74 -1.45 2.16 0.059
H 4.28 -2.23 2.60 0.089
H 3.65 -0.86 3.57 0.082
H 0.50 2.19 -2.30 0.121
H 2.03 3.71 -3.50 0.083
H 0.80 3.05 -4.60 0.076
H 0.66 4.72 -4.01 0.076
H -1.88 2.66 -2.01 0.067
H -1.76 4.13 -3.00 0.080
H -1.51 2.53 -3.74 0.084
H -0.40 5.84 -2.14 0.113
H -0.06 7.20 -0.09 0.103
H 1.03 6.20 1.90 0.109
H 2.52 2.78 1.87 0.117
H 0.25 2.36 2.75 0.062
H 1.38 2.66 4.09 0.083
H 0.24 3.94 3.57 0.091
H 3.62 5.01 2.23 0.085
H 2.36 5.42 3.43 0.071
H 3.46 4.05 3.71 0.077
H -0.80 -0.60 2.04 0.106
H -3.10 -0.31 2.95 0.124
H -3.45 3.43 0.83 0.123
H -1.23 3.14 -0.08 0.084
H -0.05 -1.77 0.63 0.042
H 1.71 -2.22 0.06 0.081
C -3.00 -2.48 -2.22 -0.139
C -2.54 -3.07 -0.96 -0.140
C -2.98 -4.33 -0.52 -0.332
C -2.63 -5.02 0.75 -0.160
C -3.32 -6.28 0.79 -0.181
C -4.15 -6.39 -0.40 -0.177
C -3.99 -5.20 -1.19 -0.150
Fe -4.55 -4.74 0.63 0.157
C -5.75 -3.15 0.54 -0.172
C -4.82 -3.06 1.66 -0.171
C -5.00 -4.25 2.48 -0.191
C -6.04 -5.06 1.87 -0.181
C -6.50 -4.38 0.67 -0.187
H -2.85 -1.39 -2.19 0.056
H -2.45 -2.87 -3.09 0.065
H -4.07 -2.68 -2.39 0.066
H -1.76 -2.58 -0.39 0.060
H -1.89 -4.61 1.44 0.094
H -3.21 -7.05 1.55 0.093
H -4.75 -7.26 -0.67 0.093
H -4.41 -4.97 -2.16 0.090
H -5.91 -2.37 -0.20 0.095
H -4.18 -2.22 1.87 0.081
H -4.49 -4.46 3.42 0.089
H -6.46 -5.98 2.28 0.093
H -7.33 -4.69 0.04 0.087
```

***

Computed, not measured: a molecular structure, C46H55CrN7OP2 in a non-equilibrium geometry, with ωB97M-V/def2-TZVPD.

Calculated values
HOMO level (spin up / spin down) (eV): -11.713 / -13.246
Frontier orbital gap (spin up / spin down) (Ha): 0.217 / 0.268
2S+1: 5
Relative energy (zero: lowest compared OMol25 entry of this formula, charge and spin) (kcal per mole): 19.2
Charge: +2

Structure (XYZ):
```
112
Properties=species:S:1:pos:R:3:lowdin_charge:R:1
Cr 0.38 -0.41 0.21 0.423
C -0.79 3.08 1.36 -0.210
P -0.68 1.84 0.00 1.044
C -2.47 1.44 0.00 -0.411
N -3.33 2.22 -0.60 0.153
C -4.65 1.95 -0.55 -0.191
C -5.57 2.71 -1.28 0.004
C -6.91 2.41 -1.22 -0.043
C -7.37 1.35 -0.41 -0.045
C -6.49 0.58 0.31 0.006
C -5.11 0.85 0.25 -0.190
N -4.21 0.06 0.85 0.138
C -2.93 0.30 0.72 -0.424
P -1.72 -0.94 1.33 1.027
C -1.75 -0.46 3.10 -0.205
C -2.52 -2.67 1.38 -0.656
C -1.70 -3.46 2.40 -0.078
C -3.98 -2.66 1.80 -0.086
C -2.39 -3.31 0.00 -0.080
C -0.31 2.99 -1.46 -0.667
C -1.37 4.04 -1.77 -0.081
C 1.01 3.66 -1.10 -0.088
C -0.11 2.09 -2.68 -0.083
H -1.43 3.89 1.01 0.057
H 0.19 3.48 1.61 0.043
H -1.25 2.64 2.25 0.045
H -5.20 3.52 -1.90 0.119
H -7.62 2.99 -1.78 0.116
H -8.42 1.13 -0.38 0.116
H -6.85 -0.24 0.92 0.120
H -2.77 -0.54 3.48 0.062
H -1.41 0.56 3.21 0.030
H -1.09 -1.11 3.68 0.043
H -1.97 -3.19 3.41 0.085
H -0.62 -3.31 2.26 0.057
H -1.90 -4.53 2.28 0.099
H -4.14 -2.20 2.77 0.079
H -4.32 -3.70 1.87 0.097
H -4.61 -2.15 1.08 0.059
H -1.41 -3.14 -0.43 0.040
H -3.15 -2.93 -0.69 0.078
H -2.54 -4.39 0.07 0.098
H -1.55 4.71 -0.93 0.077
H -2.31 3.58 -2.06 0.058
H -1.00 4.65 -2.60 0.098
H 0.87 4.44 -0.35 0.083
H 1.45 4.13 -1.98 0.103
H 1.72 2.92 -0.72 0.043
H -1.04 1.58 -2.93 0.076
H 0.67 1.35 -2.47 0.063
H 0.19 2.68 -3.54 0.102
C 1.69 0.81 4.18 -0.009
C 2.16 -0.40 4.74 -0.012
C 2.17 -1.52 3.96 0.023
C 1.69 -1.48 2.63 -0.222
N 1.16 -0.31 2.13 -0.022
C 1.22 0.78 2.88 -0.152
C 1.70 -2.56 1.71 -0.213
C 2.25 -3.83 2.00 0.024
C 2.19 -4.82 1.05 -0.007
C 1.57 -4.55 -0.18 0.007
C 1.08 -3.28 -0.40 -0.124
N 1.14 -2.29 0.49 0.020
H 1.70 1.72 4.74 0.126
H 2.52 -0.41 5.75 0.126
H 2.55 -2.45 4.36 0.118
H 0.88 1.69 2.41 0.076
H 2.70 -4.01 2.96 0.118
H 2.60 -5.80 1.24 0.125
H 1.49 -5.30 -0.94 0.123
H 0.61 -3.04 -1.34 0.106
C -3.12 -0.91 -3.17 -0.007
C -2.32 -0.86 -2.03 -0.158
N -1.00 -0.91 -2.02 0.104
C -0.40 -1.10 -3.21 -0.167
C -1.13 -1.25 -4.42 -0.129
C -2.53 -1.10 -4.39 0.025
C -0.46 -1.55 -5.64 -0.001
C 0.89 -1.70 -5.67 -0.001
C 1.66 -1.54 -4.48 -0.130
C 3.05 -1.71 -4.48 0.018
C 3.73 -1.56 -3.30 -0.015
C 3.02 -1.21 -2.15 -0.115
N 1.72 -1.03 -2.11 0.081
C 1.03 -1.21 -3.26 -0.167
H -4.19 -0.83 -3.07 0.119
H -2.81 -0.79 -1.07 0.059
H -3.10 -1.16 -5.30 0.130
H -1.05 -1.68 -6.53 0.125
H 1.41 -1.94 -6.58 0.125
H 3.55 -1.97 -5.40 0.128
H 4.80 -1.71 -3.25 0.114
H 3.54 -1.07 -1.21 0.105
O 2.39 0.74 -0.05 -0.074
C 3.50 1.01 0.43 -0.471
C 4.32 2.16 -0.09 -0.078
C 4.54 3.29 0.94 -0.151
C 4.15 2.92 2.37 -0.192
C 5.06 1.86 3.01 -0.157
C 5.28 0.66 2.09 -0.143
N 4.08 0.27 1.38 0.110
H 3.83 2.54 -0.99 0.115
H 5.29 1.75 -0.40 0.124
H 3.94 4.15 0.64 0.112
H 5.58 3.60 0.93 0.122
H 3.12 2.56 2.39 0.083
H 4.19 3.82 2.99 0.123
H 4.61 1.54 3.95 0.100
H 6.03 2.30 3.24 0.122
H 5.62 -0.20 2.67 0.129
H 6.06 0.89 1.36 0.123
H 3.55 -0.52 1.76 0.121
```

***

Computed, not measured: a molecular structure, C46H55F9N2O33S2 in a non-equilibrium geometry, with ωB97M-V/def2-TZVPD.

Calculated values
HOMO level (eV): -8.526
Frontier orbital gap (Ha): 0.300

Structure (XYZ):
```
147
Properties=species:S:1:pos:R:3:lowdin_charge:R:1
C 1.73 0.71 -1.78 -0.042
C 3.09 0.00 -1.54 -0.220
O 3.08 -1.35 -1.97 -0.149
C 2.98 -2.29 -0.90 -0.150
C 1.91 -1.95 0.16 -0.078
C 0.50 -1.87 -0.30 -0.138
C 0.13 -2.16 -1.75 -0.125
C -0.97 -1.22 -2.35 -0.190
C -2.35 -1.95 -2.39 -0.166
C -3.36 -1.00 -3.08 -0.172
O -3.39 -1.32 -4.50 -0.037
C -3.39 -0.13 -5.22 -0.504
C -4.63 0.77 -5.19 0.018
O -2.42 0.15 -5.87 0.121
C -0.47 -1.52 0.61 0.022
C -0.17 -1.23 1.98 -0.339
N -1.05 -0.88 2.94 -0.224
S -0.12 -0.72 4.27 0.979
N 1.38 -1.07 3.74 -0.237
C 1.22 -1.35 2.43 -0.293
C 2.24 -1.72 1.48 -0.103
C 3.68 -1.83 2.02 -0.124
C 4.22 -3.30 1.98 -0.177
C 3.51 -4.26 2.97 -0.194
C 3.39 -3.72 4.42 -0.214
S 4.95 -4.00 5.29 0.601
O 5.96 -3.12 4.80 -0.266
O 5.35 -5.38 5.17 -0.294
O 4.59 -3.74 6.86 -0.169
H 1.17 0.24 -2.60 0.074
H 1.11 0.68 -0.87 0.079
H 1.91 1.77 -2.06 0.040
H 3.47 0.16 -0.51 0.122
H 3.82 0.53 -2.20 0.115
H 3.98 -2.34 -0.43 0.110
H 2.71 -3.27 -1.33 0.125
H 0.97 -2.18 -2.44 0.106
H -0.30 -3.19 -1.75 0.115
H -1.02 -0.23 -1.87 0.109
H -0.69 -1.06 -3.41 0.120
H -2.18 -2.88 -2.97 0.122
H -2.63 -2.24 -1.37 0.081
H -4.36 -1.17 -2.65 0.120
H -2.99 0.03 -2.91 0.132
H -5.23 0.62 -4.27 0.079
H -4.31 1.82 -5.25 0.090
H -5.25 0.56 -6.08 0.096
H -1.50 -1.45 0.25 0.118
H 3.75 -1.42 3.04 0.102
H 4.39 -1.23 1.42 0.118
H 4.11 -3.74 0.97 0.080
H 5.32 -3.25 2.14 0.120
H 2.50 -4.46 2.58 0.121
H 4.09 -5.20 2.98 0.111
H 2.65 -4.36 4.96 0.104
H 3.03 -2.69 4.51 0.075
H 4.30 -4.60 7.24 0.054
C 2.09 -8.66 7.38 -0.049
C 2.60 -8.05 6.11 -0.305
O 3.10 -6.80 6.54 0.114
C 3.50 -6.98 7.83 -0.519
O 4.21 -6.24 8.42 0.166
O 3.00 -8.13 8.35 0.093
F 1.59 -7.83 5.23 0.079
H 1.07 -8.35 7.62 0.148
H 2.13 -9.75 7.37 0.143
H 3.39 -8.61 5.61 0.181
C -7.51 4.05 -4.47 -0.051
C -7.78 3.44 -3.12 -0.314
O -6.51 2.98 -2.72 0.124
C -5.60 3.81 -3.32 -0.560
O -4.46 3.90 -3.01 0.178
O -6.18 4.53 -4.31 0.065
F -8.62 2.38 -3.21 0.072
H -7.54 3.31 -5.27 0.144
H -8.20 4.86 -4.71 0.144
H -8.17 4.14 -2.37 0.176
C 7.79 -4.40 7.34 -0.067
C 7.55 -5.04 8.67 -0.315
O 8.86 -5.42 9.08 0.134
C 9.71 -4.52 8.50 -0.545
O 10.84 -4.37 8.82 0.174
O 9.10 -3.83 7.50 0.084
F 6.79 -6.14 8.55 0.069
H 7.81 -5.13 6.53 0.147
H 7.05 -3.64 7.11 0.108
H 7.12 -4.37 9.42 0.179
C -5.46 -5.68 -0.36 -0.056
C -5.46 -4.25 0.11 -0.316
O -4.08 -3.96 0.21 0.132
C -3.46 -4.74 -0.72 -0.537
O -2.35 -4.57 -1.11 0.167
O -4.28 -5.73 -1.16 0.080
F -6.02 -4.14 1.34 0.079
H -5.38 -6.39 0.46 0.146
H -6.34 -5.92 -0.95 0.141
H -5.94 -3.55 -0.57 0.175
C 3.40 3.75 -4.78 -0.043
C 4.18 4.91 -4.21 -0.312
O 3.52 5.14 -2.98 0.133
C 3.01 3.94 -2.58 -0.544
O 2.63 3.71 -1.48 0.161
O 2.99 3.05 -3.61 0.060
F 4.06 6.01 -4.98 0.081
H 2.51 4.08 -5.33 0.150
H 4.00 3.12 -5.43 0.144
H 5.23 4.69 -4.03 0.176
C 0.17 5.70 -1.44 -0.054
C -0.05 6.75 -0.39 -0.303
O -0.67 7.80 -1.11 0.143
C -1.34 7.21 -2.14 -0.528
O -2.18 7.74 -2.78 0.165
O -0.94 5.93 -2.32 0.087
F 1.12 7.19 0.12 0.081
H 1.10 5.85 -1.99 0.129
H 0.15 4.69 -1.05 0.141
H -0.71 6.43 0.43 0.177
C -4.88 8.09 -4.01 -0.054
C -5.10 9.54 -3.71 -0.309
O -6.30 9.84 -4.41 0.136
C -7.01 8.67 -4.46 -0.551
O -8.16 8.60 -4.73 0.163
O -6.23 7.61 -4.14 0.059
F -4.10 10.31 -4.21 0.080
H -4.35 7.93 -4.95 0.152
H -4.35 7.57 -3.22 0.114
H -5.24 9.77 -2.65 0.150
C -6.38 10.90 1.25 -0.055
C -6.80 10.08 0.07 -0.316
O -5.63 9.35 -0.24 0.113
C -4.95 9.20 0.94 -0.538
O -4.07 8.43 1.11 0.189
O -5.42 10.05 1.88 0.079
F -7.13 10.86 -0.99 0.079
H -5.90 11.84 0.95 0.148
H -7.20 11.13 1.92 0.142
H -7.62 9.38 0.27 0.176
C 3.84 -7.27 -2.62 -0.058
C 3.70 -6.08 -3.54 -0.314
O 3.92 -4.99 -2.66 0.121
C 4.74 -5.45 -1.68 -0.534
O 5.34 -4.76 -0.92 0.181
O 4.79 -6.81 -1.67 0.078
F 2.45 -5.99 -4.05 0.079
H 2.90 -7.51 -2.12 0.147
H 4.20 -8.16 -3.14 0.141
H 4.43 -6.05 -4.35 0.176
```

***

Which formula does entry 3 have?
C46H55F9N2O33S2